Formula: C20H58CuO18
Source: the OMol25 dataset
Level of theory: ωB97M-V/def2-TZVPD

```
97
Properties=species:S:1:pos:R:3:forces:R:3:lowdin_charge:R:1
Cu 6.51640 -6.98570 20.16635 0.54 0.26 0.07 0.77
C 6.36038 -7.22750 24.21001 -0.13 0.41 0.06 -0.08
C 5.22803 -7.64577 23.26458 0.00 -0.10 0.07 -0.41
O 5.26727 -7.01155 22.01854 0.47 0.43 -1.23 -0.31
H 7.29296 -7.17808 23.64792 0.17 -0.34 0.05 0.05
H 6.46221 -7.82196 25.11794 0.03 -0.50 -0.21 0.07
H 6.21655 -6.21974 24.59968 -0.23 0.19 -0.25 0.06
H 4.26299 -7.48006 23.74348 -0.40 1.00 0.28 0.08
H 5.08799 -8.72660 23.24731 0.95 -0.70 -0.65 0.09
C 10.01292 -7.31908 17.66674 0.43 -0.39 0.24 -0.09
C 8.98419 -6.20054 18.02922 0.40 -0.89 -0.41 -0.38
O 7.68873 -6.64768 18.30865 -0.55 0.02 0.57 -0.32
H 11.04606 -7.04120 17.87534 0.10 0.39 0.25 0.06
H 10.06508 -7.58014 16.60976 -0.50 0.22 -0.24 0.06
H 9.88825 -8.28935 18.14750 -0.42 0.04 0.46 0.05
H 9.02736 -5.61941 17.10806 -0.57 0.58 -0.27 0.09
H 9.42220 -5.51775 18.75726 -0.05 -0.08 0.63 0.09
C 11.35387 -7.62587 21.55843 0.29 -0.66 0.45 -0.17
C 12.20676 -6.85672 22.59880 -1.82 0.34 -0.75 -0.24
O 12.46302 -7.60633 23.75613 0.49 -0.37 -0.03 -0.04
O 10.00395 -7.93075 22.04930 0.82 0.87 -0.85 -0.10
H 11.81102 -8.55341 21.21378 0.26 -0.25 0.50 0.12
H 11.28214 -7.08175 20.61669 -0.55 0.51 0.24 0.11
H 11.59316 -5.99537 22.86276 -0.15 0.27 0.10 0.11
H 13.08279 -6.39787 22.14039 0.41 -0.64 0.12 0.12
H 11.76806 -7.44450 24.39834 0.04 0.07 0.00 0.09
H 10.00058 -8.57860 22.75773 0.41 -0.07 0.10 0.10
C 8.27527 -4.51937 21.63039 0.14 -0.17 -0.66 -0.18
C 7.72964 -4.04145 22.96224 0.70 -0.17 0.16 -0.25
O 6.34738 -4.25796 23.05328 0.16 0.79 -0.27 -0.05
O 8.10591 -5.92733 21.38343 -0.54 0.25 0.04 -0.11
H 9.33678 -4.34018 21.45953 0.09 0.52 0.40 0.12
H 7.74415 -4.01274 20.82457 -0.11 0.13 0.03 0.13
H 8.03003 -2.99840 23.06184 -0.59 0.37 -0.17 0.12
H 8.20016 -4.49774 23.83317 0.43 -0.54 -0.03 0.11
H 6.22070 -5.07952 22.57308 -0.76 -0.79 -0.07 0.03
H 8.92553 -6.35643 21.63976 -0.07 -0.70 0.17 0.05
C 7.99215 -11.11661 19.52884 1.17 -0.22 -1.37 -0.23
C 7.59001 -10.16154 20.64010 -1.97 -0.39 0.15 -0.21
O 7.86110 -8.80834 20.39191 0.52 0.26 -0.79 -0.10
O 7.67002 -12.48735 19.75540 -0.22 0.44 0.80 -0.05
H 9.04739 -11.04108 19.26640 0.60 0.06 0.58 0.11
H 7.57598 -10.81438 18.56782 -0.71 0.47 0.15 0.12
H 7.95543 -10.34796 21.64997 0.02 -0.87 -0.10 0.13
H 6.50048 -10.17738 20.61246 -0.13 -0.34 0.67 0.12
H 8.81328 -8.72875 20.48475 0.25 0.79 0.05 0.07
H 7.58333 -12.93021 18.90808 0.02 0.10 -0.01 0.09
C 1.90373 -5.40881 23.05165 -0.25 -0.35 -1.52 -0.20
C 0.70359 -5.52189 22.06205 -0.16 0.32 1.24 -0.22
O -0.02419 -4.31741 21.86098 0.09 0.47 -0.06 -0.08
O 2.98321 -4.74165 22.39496 -0.40 0.11 0.21 -0.08
H 2.18160 -6.43203 23.30445 0.13 -0.10 0.01 0.11
H 1.71041 -4.89891 23.99543 -0.56 0.16 -0.10 0.12
H -0.03781 -6.20889 22.47005 0.12 -0.33 0.09 0.11
H 1.00017 -5.88813 21.07919 0.50 -0.15 0.11 0.11
H 0.46495 -3.57916 22.23157 0.10 0.02 0.01 0.07
H 3.71788 -5.35951 22.38374 0.66 -0.23 -0.30 0.05
C 6.01016 -6.11163 15.10195 2.13 0.36 -0.68 -0.20
C 7.16541 -7.16728 14.82137 -0.61 0.14 1.61 -0.19
O 7.28623 -8.16586 15.85997 -0.79 -0.39 -1.33 -0.10
O 6.24439 -5.22138 16.17443 0.05 -0.11 0.50 -0.10
H 5.03214 -6.58470 15.19008 0.00 -0.17 -0.19 0.11
H 6.09609 -5.36341 14.31399 -0.71 -0.66 -0.96 0.11
H 8.16034 -6.73415 14.71830 -0.16 0.72 -0.11 0.11
H 6.95885 -7.66644 13.87466 -0.22 -0.21 0.14 0.11
H 7.70834 -7.82475 16.65185 -0.13 0.69 0.48 0.02
H 6.63753 -5.71359 16.89883 0.22 -0.56 1.11 0.03
C 2.42573 -2.93656 18.62310 0.99 -0.99 1.23 -0.16
C 1.81090 -1.65398 19.10354 -0.18 -0.85 -0.10 -0.27
O 2.72139 -0.61054 18.93033 -0.12 0.77 0.02 -0.04
O 3.46508 -3.46152 19.58107 -1.02 1.01 -1.75 -0.09
H 2.92237 -2.71697 17.67799 0.21 -0.23 0.14 0.12
H 1.67302 -3.70985 18.46965 -0.04 -0.10 0.07 0.11
H 1.45991 -1.72136 20.13328 0.02 -0.13 0.26 0.12
H 0.90635 -1.53865 18.50640 0.09 0.64 -0.21 0.13
H 3.36582 -0.69208 19.63720 0.23 0.09 -0.02 0.09
H 3.08753 -3.41908 20.46270 -0.11 -0.34 0.46 0.06
C 3.82300 -6.53509 18.64400 -0.32 1.31 -1.79 -0.24
C 3.89444 -7.98988 18.93134 -0.26 -0.20 0.84 -0.19
O 5.24218 -8.53081 18.92628 -1.36 0.58 0.41 -0.06
O 4.85049 -5.75059 19.19399 1.00 -1.54 0.52 -0.07
H 2.85326 -6.16078 18.97205 -0.19 -0.12 0.38 0.12
H 3.79685 -6.35369 17.56952 0.33 -0.04 -0.40 0.12
H 3.23183 -8.50349 18.23474 0.24 -0.12 -0.17 0.13
H 3.38901 -8.03506 19.89601 0.75 -0.96 0.54 0.12
H 5.25908 -9.22228 18.26056 0.45 0.11 -0.13 0.11
H 4.51075 -4.85556 19.26548 -0.18 0.87 0.40 0.05
C 6.36823 -0.89798 16.02911 0.28 -0.73 -1.06 -0.25
C 6.04761 -2.05109 16.96291 0.15 2.07 2.19 -0.24
O 7.23296 -2.63698 17.50485 -0.47 -0.29 -0.64 -0.05
O 6.70627 -1.42645 14.78088 0.65 -0.78 -1.79 -0.08
H 7.28027 -0.36259 16.29300 -0.26 0.08 0.79 0.12
H 5.57706 -0.18875 15.78591 -0.49 0.12 1.08 0.12
H 5.28806 -2.75954 16.63233 0.34 -0.17 -0.53 0.11
H 5.60226 -1.54840 17.82143 -0.48 -0.05 0.32 0.10
H 7.22162 -3.55463 17.22309 0.22 -0.28 -0.16 0.05
H 6.14563 -2.19114 14.63077 0.03 -0.05 -0.20 0.07
```
Positions in Å, forces in eV/Å.

Results
**Kohn-Sham gap (alpha / beta)**: 8.8 / 6.8 eV
**Spin multiplicity**: 2
**Largest force on an atom**: 3.0 eV/A
**Energy relative to the best compared isomer or geometry (same formula, charge and spin)**: 0.00 kJ/mol
**E_tot**: -103168.018 eV